Entry from OMol25: a molecular structure, C7H8N2O (wB97M-V/def2-TZVPD).

Geometry (Å):
C -0.54 0.21 -0.98
C -1.16 1.26 -0.02
H -0.76 0.44 -1.96
O -0.81 -2.03 -0.09
C 0.20 0.34 1.75
C -1.32 -0.79 -0.08
H -0.36 2.14 -0.08
N 2.50 -0.11 0.43
H -2.02 0.39 1.88
H -2.36 -0.84 -0.36
H -2.18 1.68 -0.29
N 2.05 -0.20 -0.94
H 2.76 0.13 -1.58
C -1.17 0.20 1.13
C 1.10 -0.12 0.80
H 3.11 -0.75 0.90
H 0.19 -1.92 0.03
C 0.79 -0.02 -0.57

The energy is -12408.5769 eV. The HOMO-LUMO gap comes out at 7.777 eV. The calculation puts the relative energy (zero: lowest compared OMol25 entry of this formula, charge and spin) at 7.822 eV. The net charge is 0. Its HOMO energy is -7.546 eV.

Quick look at the natural (NBO) charges, all values in e: atom 1 (C): -0.351, atom 2 (C): -0.335, atom 3 (H): 0.229, atom 4 (O): -0.693, atom 5 (C): -0.012, atom 6 (C): 0.152, atom 7 (H): 0.217, atom 8 (N): -0.441, atom 9 (H): 0.225, atom 10 (H): 0.195, atom 11 (H): 0.226, atom 12 (N): -0.374, atom 13 (H): 0.418, atom 14 (C): -0.370, atom 15 (C): -0.167, atom 16 (H): 0.379, atom 17 (H): 0.472, atom 18 (C): 0.231